[1]
87
Properties=species:S:1:pos:R:3:mulliken_charge:R:1 method="wB97M-V/def2-TZVPD" e_lumo_ev=-1.72 e_tot_ev=-89853.2149 gap_ha=0.2122
C 0.690 0.367 -4.567 -0.851
H 0.351 -2.221 6.607 0.380
H -1.756 -2.332 -8.523 0.232
C -2.120 0.821 -2.326 -1.052
C 1.490 2.679 6.664 -0.984
H 0.374 1.586 1.626 0.144
C -2.598 -3.028 -8.506 -0.950
Cl 2.785 0.304 7.754 -0.138
H -4.189 0.830 -7.616 0.334
C -2.012 -3.188 -5.294 -0.981
F 0.714 2.717 3.334 -0.284
H -0.539 -4.559 6.538 0.345
H -1.069 2.356 -3.389 0.203
H -1.856 -3.537 -4.268 0.393
H 0.660 -0.602 -5.074 0.360
O 5.197 2.188 4.977 -0.666
P 2.805 3.855 7.337 1.010
N -3.630 -1.686 -6.590 0.075
H 1.591 0.874 -4.912 0.309
C -3.370 -2.496 -5.400 -0.595
N 1.089 -2.008 4.626 0.746
O 3.592 3.189 3.725 -0.701
H -2.213 -3.788 4.173 0.325
C -3.833 -2.443 -7.822 -0.733
H -0.284 0.803 3.144 0.175
H 1.856 -0.292 2.013 0.309
O 4.282 3.117 7.715 -0.455
C 0.705 0.154 -3.055 -0.787
H 2.792 1.256 2.268 0.526
C -1.318 -4.334 3.726 0.197
H -2.057 0.065 -3.114 -0.055
H -2.274 -3.953 -8.028 0.280
C -3.166 0.476 -7.768 -1.547
H -3.090 0.047 -8.771 0.319
H 4.993 3.702 7.354 0.340
H -2.785 0.020 -5.734 0.158
C 1.997 0.580 2.762 -0.772
C 3.025 0.975 5.065 -0.906
H -0.959 -2.158 5.339 0.122
H -1.955 -4.068 -5.935 0.313
H -2.116 0.316 -1.357 0.291
H 2.255 2.682 -4.023 0.250
O 2.233 4.650 8.515 -0.726
O -1.237 -4.375 2.467 -0.463
H -4.346 -1.796 -8.541 0.385
H -3.489 -1.850 -4.523 0.316
H -2.836 -3.275 -9.544 0.378
H 2.513 4.850 5.330 0.327
H 0.936 3.198 5.804 0.300
H 1.183 -4.510 5.926 0.322
C 0.104 -4.203 5.646 -0.736
C -2.760 -0.519 -6.690 0.123
I 4.533 -0.386 5.988 -0.002
C 1.372 2.312 -2.063 -0.659
C -0.449 0.683 5.848 -0.849
H 0.756 3.588 -3.736 0.273
O 3.121 4.995 6.091 -0.516
C 1.418 -0.722 4.857 -0.579
H 0.704 2.567 7.506 0.440
N 2.406 0.053 4.093 0.538
H -3.085 1.322 -2.439 0.443
H -0.181 0.935 -4.904 0.134
H 1.086 2.960 -1.226 0.357
H -4.549 -3.251 -7.636 0.361
C -0.995 1.842 -2.422 -0.340
H -1.714 -0.808 -6.855 0.158
N 0.338 1.287 -2.209 0.226
C 0.623 1.401 2.741 -0.028
C 1.664 3.203 -3.268 -1.110
H 2.255 4.069 -2.951 0.415
H 1.695 -0.212 -2.760 0.374
H -4.159 -3.249 -5.299 0.345
H 2.306 1.839 -1.740 0.389
O -0.247 -4.923 4.442 -0.246
N 0.956 0.194 5.906 0.613
C 0.084 -2.612 5.549 -0.278
H -2.502 1.344 -7.739 0.436
H -1.184 2.601 -1.653 0.433
H -1.182 -2.521 -5.538 0.200
H -1.221 -0.097 5.546 0.209
H -0.752 1.043 6.905 0.339
C 3.979 2.171 4.572 0.408
C 2.003 1.207 6.323 0.833
S 1.895 -2.789 3.301 -0.162
H -0.597 1.608 5.171 0.275
H 0.034 -0.679 -2.821 0.407
H 3.234 -2.411 3.357 0.257

***

[2]
17
Properties=species:S:1:pos:R:3:mulliken_charge:R:1 method="wB97M-V/def2-TZVPD" e_lumo_ev="-4.87 / -4.87" e_tot_ev=-15095.3303 gap_ha="0.3326 / 0.3326" de_lowest_kj_mol=290.30 charge=+1
H -0.095 -2.375 0.584 0.274
H -2.246 -1.601 0.665 0.058
C -2.442 0.912 0.284 -0.961
N 0.961 -0.346 0.021 0.168
H -2.346 1.587 -0.572 0.363
P -1.860 -0.733 -0.245 0.151
H 1.681 1.647 -0.672 0.358
H 2.341 -1.939 0.242 0.269
H -3.398 0.740 0.710 0.365
H 2.943 -0.380 0.866 0.331
H -0.047 1.537 -0.188 0.291
C -0.175 -0.956 0.293 0.055
H -1.686 1.485 0.946 0.378
H 2.790 -0.554 -0.732 0.428
C 0.768 0.965 -0.642 -1.127
C 2.240 -0.797 0.092 -0.892
H 0.574 0.809 -1.649 0.491

***

[3]
16
Properties=species:S:1:pos:R:3:mulliken_charge:R:1 method="wB97M-V/def2-TZVPD" e_lumo_ev=-5.15 e_tot_ev=-9204.7423 gap_ha=0.2709 de_lowest_kj_mol=663.74 charge=+1
H -1.414 -0.676 -0.832 0.370
H 1.660 0.901 -2.382 0.404
H -2.527 1.362 0.342 0.309
H -2.256 0.016 1.603 0.298
C 0.441 -0.709 0.286 0.110
H -1.115 1.606 1.463 0.338
N 0.331 0.417 -0.477 -0.389
H -0.029 1.049 -2.464 0.374
N 1.078 -0.472 1.552 0.209
N 2.048 -1.121 1.903 -0.739
N 0.682 0.355 -2.225 -0.437
H 0.757 -1.700 0.053 0.526
H 0.519 -0.577 -2.661 0.358
C -1.694 0.729 0.952 -1.200
C -0.910 -0.128 0.035 0.183
H 2.430 -1.053 2.849 0.286